Record 1
Molecular formula: C10H10CaClI
Method: DFT, ωB97M-V/def2-TZVPD

Last column: Löwdin charge in e.
Geometry (Å):
C -2.4256 -0.9333 -0.1488  -0.306
C -1.7845 -1.1104 -1.3917  -0.222
C -1.5437 0.1682 -1.9651  -0.204
H -1.4979 -2.0548 -1.8554  0.077
C -2.0106 1.1462 -1.0297  -0.226
C -2.5672 0.4694 0.0707  -0.313
H -2.9092 0.9419 1.0088  0.071
H -2.6449 -1.7343 0.5704  0.068
H -1.1167 0.3614 -2.9335  0.063
H -1.9105 2.2218 -1.1694  0.072
Ca -0.0880 -0.0980 0.8565  0.571
Cl 0.1995 -2.4811 1.7385  -0.427
C 2.5632 0.1504 0.1961  -0.317
C 2.1424 1.3734 -0.3728  -0.257
C 1.6072 1.0810 -1.6718  -0.223
H 2.1332 2.3522 0.1109  0.059
C 1.6988 -0.3029 -1.8817  -0.219
C 2.2850 -0.8971 -0.7134  -0.248
H 2.4040 -1.9644 -0.5478  0.058
H 2.8839 0.0117 1.2363  0.075
H 1.2179 1.8164 -2.3738  0.066
H 1.3985 -0.8515 -2.7693  0.066
I 0.0179 1.7047 3.0083  -0.283

For the LUMO energy, the calculation gives 4.98 eV. Its multiplicity is 1. The gap between HOMO and LUMO is 5.69 eV. The calculation puts the HOMO energy at -0.7 eV. The total charge is -2.

Record 2
Molecular formula: C10H10Cl2N3S2SeTi
Method: DFT, ωB97M-V/def2-TZVPD

Last column: Löwdin charge in e.
Geometry (Å):
Ti -1.0089 0.2058 -0.3433  0.359
Cl -2.8271 2.0466 -0.6668  0.612
C -3.7624 0.8621 -1.6233  -0.836
Cl -2.6641 -0.4148 -2.2291  0.616
H -4.2094 1.3680 -2.4702  0.054
H -4.4813 0.3918 -0.9638  0.055
C -0.2899 -3.1327 -1.8346  -0.064
C 0.8428 -2.3245 -1.2968  -0.617
N 0.6948 -1.1254 -0.7803  -0.034
C 1.9011 -0.6117 -0.3384  -0.328
C 2.9664 -1.4236 -0.5464  -0.297
S 2.4459 -2.8760 -1.2785  1.159
C 1.8849 0.6525 0.3999  -0.326
C 2.9304 1.2525 1.0200  -0.297
S 2.3750 2.5997 1.9101  1.160
C 0.7815 2.3076 1.4115  -0.616
N 0.6640 1.2682 0.6161  -0.034
C -0.3754 3.1455 1.8409  -0.062
H -1.1426 -3.0589 -1.1583  0.075
H -0.0168 -4.1811 -1.9320  0.086
H -0.5812 -2.7700 -2.8225  0.085
H 3.9954 -1.2649 -0.2729  0.091
H 3.9646 0.9543 1.0291  0.091
H -0.1157 3.7765 2.6879  0.086
H -1.2039 2.4988 2.1339  0.079
H -0.6975 3.7964 1.0257  0.086
Se -2.1719 -0.9956 1.5853  0.557
C -0.4926 -1.3822 2.2762  -0.807
N 0.5939 -1.5650 2.6205  0.068

For the LUMO energy (alpha / beta), the calculation gives -3.16 / -3.10 eV. Its multiplicity is 3. The gap between HOMO and LUMO (alpha / beta) is 7.79 / 8.44 eV. The calculation puts the HOMO energy (alpha / beta) at -11.0 / -11.5 eV. The total charge is +1.

Record 3
Molecular formula: C10H10ClNO
Method: DFT, ωB97M-V/def2-TZVPD

Last column: Löwdin charge in e.
Geometry (Å):
H 4.2359 -0.6541 -1.8822  0.110
N 3.3260 -0.8968 -1.3161  0.073
C 3.0518 -0.2621 -0.2426  -0.703
Cl 4.1265 1.0520 0.2145  0.660
C 1.7978 -0.4130 0.5409  -0.505
O 1.5976 0.1428 1.7757  0.078
C 1.1337 -1.7404 0.4669  -0.003
C 0.5750 -0.6029 -0.3679  -0.147
C -0.7432 -0.0146 -0.2358  -0.207
C -1.2365 0.9428 -1.1163  -0.042
C -2.4738 1.5251 -0.9508  -0.111
C -3.4036 1.1027 0.0115  -0.092
C -2.8775 0.1612 0.9155  -0.071
C -1.5758 -0.4213 0.7842  -0.023
H 1.7175 1.0221 1.6931  0.036
H 0.7109 -1.9340 1.4378  0.109
H 1.7408 -2.5425 -0.1667  0.159
H 0.9594 -0.6250 -1.3885  0.134
H -0.6017 1.3676 -1.8716  0.110
H -2.9367 2.2510 -1.6710  0.115
H -4.2531 1.8010 0.0344  0.105
H -3.5843 -0.2621 1.7094  0.118
H -1.2870 -0.9995 1.6256  0.096

For the LUMO energy, the calculation gives 0.61 eV. Its multiplicity is 1. The gap between HOMO and LUMO is 9.53 eV. The calculation puts the HOMO energy at -8.9 eV. The total charge is 0.

Record 4
Molecular formula: C10H10ClNO3
Method: DFT, ωB97M-V/def2-TZVPD

Last column: Löwdin charge in e.
Geometry (Å):
C 0.1907 -3.8589 -0.0471  -0.090
C 1.3549 -3.1119 -0.4194  -0.074
C -0.7630 -3.2064 0.7015  -0.092
C 1.5222 -1.7878 -0.0890  -0.057
C -0.6925 -1.7935 0.9127  -0.046
C 0.4962 -1.0954 0.5980  -0.249
C 1.7551 1.1664 0.9428  -0.583
C -1.4018 2.0663 -1.0358  -0.618
C -2.8346 3.9329 -1.6698  0.019
C 0.5648 0.3381 0.9133  -0.483
N 2.8926 0.4675 1.3962  0.128
O 1.8637 2.3334 0.5598  0.002
O -0.9347 1.7293 -2.0576  0.157
O -2.1755 3.0151 -0.7037  -0.079
Cl -0.8179 1.3107 0.7780  1.093
H -0.0960 -4.8253 -0.2301  0.065
H 2.2095 -3.5404 -0.9853  0.109
H -1.5746 -3.8613 1.1104  0.114
H 2.5195 -1.3676 -0.1172  0.099
H -1.5447 -1.2530 1.2505  0.074
H -3.2390 4.7682 -0.9619  0.133
H -3.5625 3.3592 -2.2231  0.081
H -2.1088 4.2961 -2.4914  0.123
H 2.7862 -0.1653 2.1677  0.097
H 3.5903 1.0835 1.7003  0.074

For the LUMO energy (alpha / beta), the calculation gives -0.11 / -0.11 eV. Its multiplicity is 1. The gap between HOMO and LUMO (alpha / beta) is 7.15 / 7.15 eV. The calculation puts the HOMO energy (alpha / beta) at -7.3 / -7.3 eV. The total charge is 0.